(1)
Entry from the OMol25 dataset: C25H36N2O3 as an isolated structure at a distorted geometry (ωB97M-V/def2-TZVPD).

```
66
Properties=species:S:1:pos:R:3:lowdin_charge:R:1
C 2.59 3.38 -0.11 0.01
O 1.83 2.70 -1.21 -0.14
C 2.64 2.63 -2.32 -0.28
C 1.87 2.13 -3.60 -0.18
H 2.29 2.40 -4.73 0.21
H 0.98 2.68 -3.59 0.10
C 1.89 0.82 -3.58 -0.18
N 1.11 0.01 -2.46 0.09
C -0.20 0.08 -2.30 -0.31
C -0.61 -0.22 -0.99 -0.04
C 0.79 -0.63 -0.18 0.18
C 1.79 -0.45 -1.25 -0.26
C 3.00 -0.54 -1.20 -0.25
C 3.90 -1.30 -1.80 -0.09
C 5.22 -1.59 -1.74 0.06
C 5.90 -0.86 -0.48 -0.15
C 4.96 -0.15 0.33 -0.10
C 3.73 0.02 0.15 -0.01
H 3.02 0.35 0.96 0.13
H 5.56 0.16 1.40 0.19
O 7.17 -1.19 -0.24 -0.11
C 8.15 -1.77 -0.92 -0.10
H 8.09 -1.40 -1.91 0.06
H 9.07 -1.72 -0.46 0.06
H 7.66 -3.18 -1.15 0.20
H 5.73 -2.09 -2.32 -0.01
H 3.37 -1.63 -2.91 0.18
H 0.82 -1.05 0.78 0.07
C -1.84 -0.23 -0.41 -0.35
O -2.96 -0.27 -1.08 -0.04
N -1.94 -0.56 1.00 0.10
H -1.08 -0.47 1.33 0.03
C -3.18 -0.58 1.79 -0.20
C -3.91 -1.81 1.23 -0.12
C -5.08 -2.24 2.15 -0.21
H -5.25 -3.42 2.17 0.15
C -4.94 -2.27 3.64 -0.19
H -3.77 -1.93 4.12 0.17
H -5.29 -3.01 4.26 0.05
C -5.39 -0.88 4.44 -0.16
H -6.69 -0.74 4.14 0.16
C -4.80 0.64 4.08 -0.02
C -5.13 0.93 2.43 -0.24
H -6.05 0.42 1.97 0.14
H -5.39 1.84 2.41 0.04
C -4.16 0.73 1.57 -0.23
H -3.41 1.64 1.72 0.16
H -4.48 0.88 0.49 0.14
H -3.94 0.39 4.22 -0.03
H -5.34 1.22 4.61 0.03
H -5.50 -1.05 5.44 0.02
H -5.99 -1.79 1.92 0.07
H -4.38 -1.91 0.37 0.07
H -3.21 -2.54 1.41 0.09
H -2.95 -0.52 2.83 0.11
C -1.14 0.70 -3.13 -0.01
H -1.09 1.63 -3.65 0.06
H -0.88 0.08 -4.25 0.17
H -2.17 0.34 -2.92 0.09
H 1.21 0.51 -4.25 0.07
H 2.73 0.16 -3.62 0.12
H 3.65 2.19 -2.22 0.12
H 3.01 3.68 -2.69 0.14
H 2.10 3.33 0.66 -0.01
H 3.53 2.90 0.00 0.07
H 2.77 4.44 -0.39 0.11
```

Its LUMO energy is -0.011 eV. For the HOMO energy, the calculation gives -0.26214 Ha. Its charge is 0. The molar mass is 412.57 u. The calculation puts the orbital gap at 0.2618 hartree. As for the strongest force on any atom: 18.2 eV Å⁻¹. For the energy relative to the best compared isomer or geometry (same formula, charge and spin), the calculation gives 523.72 kcal per mole.



(2)
Entry from the OMol25 dataset: one molecule with the formula C3H8BrNOS at a distorted geometry (ωB97M-V/def2-TZVPD).

```
15
Properties=species:S:1:pos:R:3:lowdin_charge:R:1
C -0.10 -1.50 -0.60 -0.10
C 1.32 0.48 -0.19 -0.10
C 0.14 -0.30 0.32 -0.66
N 0.13 -0.29 1.69 0.07
O -1.94 1.65 0.88 -0.62
S -1.68 0.84 -0.33 0.61
Br -1.88 2.50 -2.25 -0.02
H -0.44 -1.26 -1.62 0.08
H 0.89 -2.01 -0.75 0.10
H -0.83 -2.24 -0.21 0.08
H 1.38 1.40 0.27 0.05
H 1.17 0.82 -1.26 0.10
H 2.22 -0.20 -0.14 0.12
H 0.48 0.65 2.08 0.14
H -0.84 -0.54 2.11 0.14
```

Its LUMO energy (alpha / beta) is -1.369 / -1.371 eV. For the HOMO energy (alpha / beta), the calculation gives -0.30805 / -0.30816 Ha. Its charge is 0. The molar mass is 186.07 u. The calculation puts the orbital gap (alpha / beta) at 0.2578 / 0.2578 hartree. As for the strongest force on any atom: 2.9 eV Å⁻¹. For the energy relative to the best compared isomer or geometry (same formula, charge and spin), the calculation gives 21.35 kcal per mole.